{
  "formula": "C38H38N6O7PmS3Se",
  "method": "ωB97M-V with the def2-TZVPD basis set",
  "spin_multiplicity": 5,
  "homo_ev": [-10.351, -10.354],
  "e_tot_ha": -6530.20361,
  "gap_ev": [7.7, 7.7],
  "e_above_lowest_ev": 0.647,
  "charge": 1,
  "elements": ["Pm", "O", "N", "O", "C", "C", "C", "C", "C", "C", "N", "C", "C", "N", "C", "C", "C", "C", "H", "H", "H", "H", "H", "H", "H", "O", "S", "C", "C", "C", "C", "S", "O", "C", "C", "C", "C", "C", "C", "C", "C", "C", "C", "C", "C", "H", "H", "H", "H", "H", "H", "H", "H", "H", "H", "H", "H", "H", "H", "H", "H", "H", "H", "N", "N", "C", "O", "O", "H", "H", "H", "Se", "C", "N", "C", "C", "C", "C", "C", "C", "C", "S", "C", "O", "H", "H", "H", "H", "H", "H", "H", "H", "H", "H"],
  "xyz": [[-1.658, 1.431, 0.606], [-0.683, -5.421, 4.771], [-1.370, -5.748, 3.849], [-1.917, -6.819, 3.708], [-1.628, -4.670, 2.890], [-2.929, -4.311, 2.728], [-3.266, -3.135, 2.027], [-4.578, -2.809, 1.704], [-4.842, -1.595, 1.150], [-3.729, -0.815, 0.762], [-2.473, -1.110, 1.014], [-2.221, -2.273, 1.687], [-0.847, -2.689, 1.893], [0.173, -1.787, 1.603], [1.540, -1.936, 2.150], [1.830, -3.423, 2.388], [0.868, -4.287, 2.583], [-0.552, -3.884, 2.468], [-3.727, -4.893, 3.179], [-5.377, -3.508, 1.836], [-5.879, -1.216, 0.944], [-3.905, 0.134, 0.277], [-0.129, -0.827, 1.781], [2.886, -3.596, 2.385], [1.059, -5.365, 2.805], [0.089, 0.844, -0.853], [0.940, -0.394, -1.071], [2.234, -0.247, 0.189], [2.509, -1.467, 1.018], [1.706, -1.187, 3.535], [2.119, 0.279, 3.590], [0.773, 1.514, 3.478], [0.141, 1.386, 2.114], [1.737, 2.975, 3.307], [2.233, 3.567, 4.422], [3.174, 4.610, 4.247], [3.554, 5.007, 2.972], [3.000, 4.373, 1.846], [2.075, 3.399, 1.980], [2.008, -0.068, -2.507], [1.966, 1.153, -3.171], [2.889, 1.401, -4.180], [3.834, 0.449, -4.552], [3.940, -0.714, -3.751], [3.017, -0.992, -2.795], [1.794, 0.607, 0.730], [3.174, 0.051, -0.321], [3.528, -1.332, 1.405], [2.506, -2.292, 0.317], [2.460, -1.753, 4.111], [0.745, -1.334, 4.064], [2.842, 0.542, 2.876], [2.567, 0.570, 4.550], [1.866, 3.303, 5.389], [3.726, 5.055, 5.061], [4.281, 5.768, 2.883], [3.275, 4.679, 0.870], [1.606, 2.884, 1.126], [1.303, 1.905, -2.829], [2.872, 2.391, -4.676], [4.495, 0.708, -5.337], [4.771, -1.353, -3.997], [3.137, -1.892, -2.267], [-1.501, 4.170, 1.486], [-2.294, 4.857, 0.564], [-3.121, 4.098, -0.346], [-3.906, 4.650, -1.075], [-2.882, 2.841, -0.408], [-1.960, 4.117, 2.396], [-0.526, 4.532, 1.601], [-2.719, 5.697, 0.836], [-3.495, 1.779, 2.915], [-2.370, 0.473, 3.597], [-1.559, -0.242, 4.003], [1.383, -1.489, -6.346], [0.217, -0.929, -5.603], [-0.259, -1.574, -4.472], [-1.232, -0.962, -3.647], [-1.718, 0.307, -3.998], [-1.249, 0.926, -5.166], [-0.274, 0.307, -5.925], [-2.919, 1.106, -2.917], [-4.511, 0.439, -3.454], [-2.551, 0.390, -1.633], [1.504, -2.551, -6.239], [2.327, -1.073, -6.022], [1.332, -1.347, -7.447], [0.144, -2.523, -4.124], [-1.591, -1.486, -2.757], [-1.488, 1.935, -5.368], [0.082, 0.804, -6.821], [-4.370, -0.560, -3.813], [-4.885, 1.089, -4.232], [-5.141, 0.379, -2.550]]
}

=====

{
  "formula": "C38H39F4N11OSTi",
  "method": "ωB97M-V with the def2-TZVPD basis set",
  "spin_multiplicity": 3,
  "homo_ev": [-5.459, -6.777],
  "e_tot_ha": -3796.15490,
  "gap_ev": [5.6, 6.8],
  "e_above_lowest_ev": 1.773,
  "elements": ["Ti", "C", "N", "C", "C", "C", "N", "C", "C", "F", "C", "F", "C", "C", "F", "C", "F", "H", "H", "H", "H", "H", "H", "H", "H", "H", "H", "H", "N", "C", "S", "N", "N", "C", "C", "C", "C", "C", "C", "C", "C", "C", "C", "C", "C", "N", "H", "H", "H", "H", "H", "H", "H", "H", "H", "H", "H", "N", "C", "C", "N", "C", "C", "N", "H", "H", "H", "H", "H", "C", "N", "N", "C", "O", "C", "C", "C", "C", "C", "C", "C", "C", "C", "H", "H", "H", "H", "H", "H", "H", "H", "H", "H", "H", "H"],
  "xyz": [[0.088, 0.067, -0.691], [2.665, 2.982, 2.012], [1.368, 2.338, 1.923], [0.964, 1.867, 3.237], [0.388, 3.244, 1.354], [-0.948, 2.586, 0.870], [-0.941, 1.129, 0.744], [-1.957, 0.523, 1.428], [-1.751, -0.675, 2.153], [-0.520, -1.220, 2.142], [-2.720, -1.303, 2.896], [-2.408, -2.452, 3.530], [-3.993, -0.786, 3.008], [-4.245, 0.380, 2.315], [-5.480, 0.904, 2.360], [-3.282, 1.009, 1.558], [-3.656, 2.094, 0.851], [2.667, 3.818, 2.734], [2.966, 3.368, 1.037], [3.405, 2.250, 2.335], [0.981, 2.681, 3.984], [1.645, 1.080, 3.568], [-0.041, 1.452, 3.197], [0.871, 3.759, 0.523], [0.124, 4.022, 2.091], [-1.252, 3.058, -0.073], [-1.702, 2.875, 1.603], [-4.754, -1.267, 3.603], [1.445, 0.782, -4.877], [0.720, 0.415, -3.769], [1.204, -1.013, -2.911], [-0.262, 1.184, -3.410], [-0.851, 0.751, -2.226], [-2.195, 0.633, -2.202], [-3.038, 1.445, -3.093], [-2.779, 2.813, -3.210], [-3.536, 3.614, -4.044], [-4.570, 3.062, -4.789], [-4.833, 1.705, -4.689], [-4.076, 0.902, -3.851], [-2.659, -0.440, -1.400], [-4.021, -0.751, -1.190], [-4.358, -1.940, -0.603], [-3.339, -2.821, -0.213], [-2.033, -2.401, -0.335], [-1.663, -1.239, -0.877], [2.022, 0.056, -5.263], [0.973, 1.374, -5.542], [-1.977, 3.243, -2.623], [-3.321, 4.674, -4.108], [-5.169, 3.684, -5.442], [-5.636, 1.270, -5.273], [-4.268, -0.163, -3.809], [-4.773, -0.039, -1.499], [-5.396, -2.200, -0.437], [-3.565, -3.779, 0.234], [-1.232, -3.031, 0.032], [1.905, 4.366, -3.056], [2.280, 3.224, -2.386], [1.330, 2.508, -1.648], [1.615, 1.364, -1.025], [2.921, 1.013, -1.064], [3.856, 1.768, -1.722], [3.557, 2.869, -2.418], [0.953, 4.383, -3.386], [2.588, 4.690, -3.721], [0.315, 2.874, -1.595], [3.198, 0.100, -0.565], [4.899, 1.474, -1.726], [3.154, -5.009, 1.994], [2.260, -4.186, 1.212], [2.278, -2.808, 1.297], [1.583, -2.288, 0.236], [1.358, -1.055, 0.139], [1.207, -3.388, -0.572], [1.654, -4.521, 0.049], [1.527, -5.940, -0.377], [2.691, -2.123, 2.471], [3.762, -1.244, 2.408], [4.188, -0.607, 3.562], [3.550, -0.847, 4.770], [2.468, -1.717, 4.823], [2.032, -2.354, 3.674], [3.326, -4.542, 2.959], [4.118, -5.147, 1.497], [2.690, -5.978, 2.158], [0.673, -3.310, -1.504], [0.982, -5.980, -1.316], [0.982, -6.520, 0.369], [2.506, -6.400, -0.519], [4.255, -1.067, 1.461], [5.026, 0.077, 3.521], [3.884, -0.348, 5.670], [1.959, -1.889, 5.762], [1.172, -3.012, 3.693]]
}

=====

{
  "formula": "C38H39F6N2O4P2S",
  "method": "ωB97M-V with the def2-TZVPD basis set",
  "homo_ev": -5.097,
  "e_tot_ha": -3561.99396,
  "gap_ev": 7.1,
  "charge": -1,
  "elements": ["O", "N", "O", "P", "C", "C", "C", "F", "C", "C", "C", "C", "N", "C", "P", "O", "O", "S", "H", "H", "H", "H", "H", "H", "H", "H", "H", "H", "H", "H", "H", "H", "F", "C", "C", "C", "C", "C", "C", "H", "H", "H", "H", "H", "F", "C", "C", "C", "C", "C", "C", "H", "H", "H", "H", "H", "F", "C", "C", "C", "C", "C", "C", "H", "H", "H", "H", "H", "F", "C", "C", "C", "C", "C", "C", "H", "H", "H", "H", "H", "F", "C", "C", "C", "C", "C", "C", "H", "H", "H", "H", "H"],
  "xyz": [[-3.017, 2.716, 5.946], [-3.248, 1.872, 5.137], [-2.961, 2.259, 3.902], [-3.116, 0.903, 2.652], [-1.247, 0.991, 2.331], [-0.396, -0.205, 2.757], [-0.293, -0.427, 4.258], [0.021, 0.772, 4.916], [-5.005, 0.887, 2.916], [-5.722, 2.058, 2.759], [-7.090, 2.062, 2.973], [-7.697, 0.871, 3.336], [-7.037, -0.272, 3.493], [-5.719, -0.244, 3.294], [-3.321, -0.759, 1.055], [-2.177, -0.535, -0.093], [-4.662, -0.525, 0.161], [-3.219, -2.610, 1.700], [-2.976, -0.108, 3.657], [-3.321, 1.923, 1.623], [-1.108, 1.210, 1.271], [-0.877, 1.866, 2.875], [0.630, -0.027, 2.402], [-0.723, -1.139, 2.289], [0.518, -1.130, 4.480], [-1.212, -0.827, 4.690], [-5.205, 2.974, 2.484], [-7.679, 2.966, 2.875], [-8.770, 0.840, 3.514], [-5.190, -1.182, 3.444], [-1.716, -1.378, -0.212], [-4.462, 0.097, -0.551], [1.332, -2.322, -0.219], [0.987, -3.581, -0.576], [1.785, -4.253, -1.480], [1.429, -5.546, -1.842], [0.292, -6.133, -1.305], [-0.492, -5.430, -0.400], [-0.146, -4.141, -0.023], [2.664, -3.769, -1.886], [2.042, -6.090, -2.546], [0.019, -7.140, -1.593], [-1.383, -5.878, 0.018], [-0.746, -3.581, 0.685], [3.020, -8.165, -2.557], [3.531, -8.653, -1.406], [4.205, -7.793, -0.564], [4.720, -8.300, 0.620], [4.559, -9.641, 0.939], [3.876, -10.482, 0.071], [3.351, -9.990, -1.115], [4.313, -6.751, -0.833], [5.244, -7.640, 1.298], [4.962, -10.029, 1.865], [3.749, -11.528, 0.317], [2.808, -10.622, -1.804], [0.880, 1.617, -0.073], [2.200, 1.628, -0.318], [2.710, 2.704, -1.015], [4.073, 2.744, -1.270], [4.894, 1.711, -0.838], [4.349, 0.638, -0.143], [2.989, 0.587, 0.128], [2.044, 3.487, -1.342], [4.492, 3.586, -1.807], [5.957, 1.743, -1.039], [4.986, -0.170, 0.193], [2.540, -0.235, 0.668], [1.528, 5.061, -2.922], [1.864, 4.851, -4.215], [2.487, 3.665, -4.547], [2.805, 3.441, -5.879], [2.517, 4.400, -6.841], [1.896, 5.586, -6.473], [1.557, 5.820, -5.148], [2.690, 2.929, -3.782], [3.278, 2.510, -6.163], [2.771, 4.220, -7.877], [1.668, 6.334, -7.220], [1.060, 6.729, -4.837], [-1.176, 8.867, -0.987], [-1.270, 7.590, -0.543], [-2.378, 7.223, 0.194], [-2.468, 5.913, 0.644], [-1.461, 5.001, 0.359], [-0.359, 5.401, -0.384], [-0.256, 6.706, -0.846], [-3.147, 7.953, 0.408], [-3.327, 5.604, 1.224], [-1.534, 3.983, 0.720], [0.426, 4.693, -0.602], [0.593, 7.037, -1.429]]
}

=====

{
  "formula": "C38H39N7O13Sr",
  "method": "ωB97M-V with the def2-TZVPD basis set",
  "homo_ev": -13.119,
  "e_tot_ha": -2862.39861,
  "gap_ev": 5.6,
  "charge": 2,
  "elements": ["N", "H", "H", "H", "H", "Sr", "C", "C", "O", "H", "H", "H", "H", "H", "C", "C", "C", "C", "C", "C", "N", "O", "O", "H", "H", "H", "H", "H", "C", "C", "C", "C", "C", "C", "N", "O", "O", "H", "H", "H", "H", "H", "C", "C", "C", "C", "C", "C", "N", "O", "O", "H", "H", "H", "H", "H", "C", "C", "C", "C", "C", "C", "N", "O", "O", "H", "H", "H", "H", "H", "C", "C", "C", "C", "C", "C", "N", "O", "O", "H", "H", "H", "H", "H", "C", "C", "C", "C", "C", "C", "N", "O", "O", "H", "H", "H", "H", "H"],
  "xyz": [[-3.043, -1.982, -3.792], [-2.754, -2.949, -3.747], [-2.695, -1.662, -4.685], [-2.678, -1.455, -3.012], [-4.048, -1.886, -3.760], [-1.384, 1.758, -4.252], [-0.153, 0.379, -0.442], [-0.842, -0.698, -1.308], [-1.314, -0.187, -2.515], [0.848, 0.588, -0.820], [-0.098, -0.010, 0.575], [-0.716, 1.307, -0.343], [-1.722, -1.014, -0.747], [-0.157, -1.544, -1.368], [-1.146, 1.083, 4.084], [-0.815, 1.561, 2.864], [0.398, 1.982, 2.564], [1.328, 2.134, 3.601], [0.965, 1.875, 4.918], [-0.274, 1.265, 5.120], [2.714, 2.628, 3.303], [2.910, 3.244, 2.251], [3.627, 2.520, 4.135], [-2.073, 0.572, 4.299], [-1.551, 1.480, 2.078], [0.530, 2.205, 1.515], [1.674, 1.974, 5.727], [-0.497, 0.880, 6.104], [-4.434, 1.089, 0.931], [-4.758, 1.544, 2.217], [-5.873, 1.056, 2.916], [-6.659, 0.062, 2.250], [-6.320, -0.404, 0.978], [-5.161, 0.043, 0.347], [-7.876, -0.383, 2.974], [-8.350, -1.473, 2.569], [-8.339, 0.126, 3.955], [-3.581, 1.424, 0.360], [-4.115, 2.254, 2.715], [-6.011, 1.390, 3.933], [-6.850, -1.241, 0.546], [-4.908, -0.205, -0.673], [1.979, -1.080, 2.997], [1.720, -1.836, 1.873], [2.783, -2.554, 1.360], [4.134, -2.343, 1.793], [4.371, -1.569, 2.956], [3.310, -0.893, 3.501], [5.307, -2.908, 1.072], [5.092, -3.562, 0.060], [6.400, -2.503, 1.481], [1.158, -0.690, 3.580], [0.685, -1.833, 1.565], [2.694, -3.116, 0.442], [5.312, -1.466, 3.474], [3.457, -0.415, 4.458], [-1.746, -7.987, -0.397], [-0.488, -7.437, -0.209], [-0.099, -6.325, -0.923], [-0.996, -5.700, -1.841], [-2.280, -6.297, -2.049], [-2.654, -7.440, -1.323], [-0.557, -4.508, -2.552], [-1.256, -4.031, -3.410], [0.518, -3.944, -2.300], [-2.028, -8.863, 0.168], [0.184, -7.845, 0.532], [0.853, -5.848, -0.744], [-2.942, -5.891, -2.800], [-3.654, -7.832, -1.433], [-0.124, 7.945, -1.407], [-0.820, 7.128, -2.291], [-0.522, 5.755, -2.292], [0.345, 5.177, -1.406], [0.996, 5.999, -0.488], [0.798, 7.399, -0.519], [0.562, 3.744, -1.441], [-0.045, 3.130, -2.355], [1.286, 3.236, -0.577], [-0.190, 9.019, -1.504], [-1.598, 7.459, -2.963], [-1.251, 5.215, -2.878], [1.654, 5.509, 0.214], [1.459, 7.957, 0.126], [5.608, -0.133, -1.676], [4.501, 0.547, -1.203], [3.727, 1.305, -2.067], [4.015, 1.288, -3.406], [5.062, 0.503, -3.908], [5.867, -0.178, -2.992], [3.017, 1.885, -4.301], [3.292, 2.259, -5.349], [1.858, 1.948, -3.906], [6.215, -0.751, -1.030], [4.298, 0.579, -0.143], [2.849, 1.808, -1.690], [5.345, 0.382, -4.944], [6.741, -0.730, -3.303]]
}

=====

{
  "formula": "C38H40FIrN4O3PSSi",
  "method": "ωB97M-V with the def2-TZVPD basis set",
  "homo_ev": -9.568,
  "e_tot_ha": -3149.92554,
  "gap_ev": 6.3,
  "e_above_lowest_ev": 0.240,
  "charge": 1,
  "elements": ["Ir", "C", "Si", "C", "C", "N", "C", "C", "C", "C", "C", "C", "F", "H", "H", "H", "H", "H", "H", "H", "H", "H", "H", "H", "H", "H", "O", "C", "O", "C", "C", "C", "C", "C", "C", "P", "C", "C", "C", "C", "C", "C", "C", "C", "C", "C", "C", "C", "H", "H", "H", "H", "H", "H", "H", "H", "H", "H", "H", "H", "H", "H", "S", "C", "N", "C", "C", "C", "C", "H", "H", "H", "H", "H", "N", "C", "N", "C", "C", "O", "C", "C", "H", "H", "H", "H", "H", "H", "H", "H"],
  "xyz": [[0.423, -0.408, -0.557], [-0.701, -2.424, 2.971], [-0.258, -0.615, 2.733], [-1.775, 0.420, 2.366], [0.284, 0.003, 4.424], [0.917, -0.419, 1.453], [2.288, -0.473, 1.600], [2.988, -0.720, 2.798], [4.371, -0.706, 2.863], [5.157, -0.462, 1.744], [4.519, -0.243, 0.532], [3.152, -0.267, 0.522], [2.538, -0.067, -0.738], [-1.513, -2.531, 3.696], [0.165, -2.959, 3.372], [-1.012, -2.902, 2.043], [-2.572, 0.154, 3.067], [-2.147, 0.294, 1.353], [-1.570, 1.483, 2.511], [-0.625, 0.056, 5.031], [0.717, 1.005, 4.401], [0.971, -0.658, 4.951], [2.432, -0.925, 3.697], [4.846, -0.899, 3.817], [6.235, -0.462, 1.804], [5.059, -0.066, -0.388], [-1.402, -0.042, -3.989], [-0.389, 0.278, -3.352], [0.298, -0.537, -2.649], [0.057, 1.715, -3.460], [0.068, 2.282, -4.733], [0.413, 3.609, -4.911], [0.700, 4.406, -3.808], [0.661, 3.859, -2.540], [0.373, 2.505, -2.353], [0.239, 1.897, -0.647], [-1.175, 2.883, -0.061], [-1.054, 3.939, 0.836], [-2.167, 4.700, 1.171], [-3.399, 4.428, 0.598], [-3.516, 3.402, -0.330], [-2.409, 2.638, -0.657], [1.704, 2.521, 0.223], [2.870, 2.843, -0.470], [4.027, 3.170, 0.221], [4.035, 3.166, 1.608], [2.883, 2.831, 2.306], [1.726, 2.504, 1.619], [-0.204, 1.665, -5.578], [0.438, 4.031, -5.906], [0.940, 5.452, -3.938], [0.855, 4.491, -1.681], [-0.097, 4.183, 1.275], [-2.063, 5.515, 1.875], [-4.262, 5.027, 0.858], [-4.467, 3.210, -0.809], [-2.491, 1.868, -1.413], [2.885, 2.824, -1.552], [4.926, 3.418, -0.327], [4.941, 3.412, 2.145], [2.889, 2.811, 3.388], [0.844, 2.211, 2.172], [-1.677, -1.470, -0.465], [-3.136, -0.647, -0.965], [-3.332, -0.414, -2.281], [-4.458, 0.106, -2.785], [-5.514, 0.397, -1.957], [-5.370, 0.149, -0.595], [-4.186, -0.365, -0.098], [-2.531, -0.582, -2.941], [-4.466, 0.263, -3.854], [-6.427, 0.803, -2.367], [-6.185, 0.368, 0.083], [-4.048, -0.552, 0.956], [1.023, -2.431, -0.526], [0.648, -3.528, -0.557], [0.285, -4.769, -0.593], [0.000, -5.535, 0.631], [0.700, -6.878, 0.521], [0.321, -7.539, -0.671], [0.721, -6.812, -1.816], [0.022, -5.465, -1.863], [-1.081, -5.678, 0.704], [0.344, -4.968, 1.494], [0.411, -7.521, 1.350], [1.787, -6.735, 0.544], [0.448, -7.407, -2.685], [1.809, -6.669, -1.812], [-1.057, -5.602, -1.962], [0.381, -4.849, -2.686]]
}